{
  "formula": "C12H21AuB2F4N4O5",
  "method": "ωB97M-V/def2-TZVPD",
  "species": ["Au", "C", "C", "N", "O", "B", "F", "F", "O", "N", "C", "C", "C", "N", "O", "B", "F", "F", "O", "N", "C", "C", "C", "H", "H", "H", "H", "H", "H", "H", "H", "H", "H", "H", "H", "C", "C", "C", "C", "O", "H", "H", "H", "H", "H", "H", "H", "H", "H"],
  "xyz": [[0.8349, 0.6607, 0.2814], [-1.0601, 2.8940, 3.3594], [-0.4102, 1.8946, 2.4750], [-0.1195, 2.1205, 1.2413], [-0.4235, 3.2226, 0.5854], [0.6800, 3.6662, -0.4364], [1.8854, 3.4605, 0.1864], [0.3332, 4.8803, -0.8521], [0.6586, 2.7425, -1.6868], [1.1735, 1.5457, -1.4689], [1.8755, 0.8843, -2.3207], [2.2843, 1.4263, -3.6396], [2.2621, -0.4967, -1.8445], [1.8193, -0.7826, -0.6708], [1.9682, -1.9599, -0.0832], [2.1934, -1.8705, 1.4530], [2.4896, -3.1039, 1.8577], [3.0655, -0.8362, 1.6666], [0.8616, -1.4852, 2.1882], [0.5271, -0.2120, 2.0423], [-0.0307, 0.5134, 2.9475], [-0.2744, 0.0525, 4.3369], [3.1024, -1.4325, -2.6338], [-1.1284, 3.8540, 2.8560], [-0.4827, 3.0028, 4.2787], [-2.0630, 2.5634, 3.6383], [1.8316, 2.3988, -3.8068], [2.0008, 0.7446, -4.4422], [3.3723, 1.5287, -3.6636], [0.0161, -0.9875, 4.4518], [-1.3239, 0.1809, 4.6073], [0.3131, 0.6646, 5.0253], [3.0412, -1.2243, -3.6985], [2.8176, -2.4628, -2.4319], [4.1441, -1.3148, -2.3207], [-2.8866, -1.2104, 0.8466], [-2.4120, -1.8478, -1.3317], [-1.9959, -3.2611, -1.4059], [-3.3486, -1.2863, -2.3232], [-2.0334, -1.1311, -0.3408], [-3.7175, -1.8646, 0.6004], [-3.2332, -0.2132, 1.0922], [-2.3059, -1.6055, 1.6731], [-2.8762, -3.8868, -1.5732], [-1.3964, -3.5695, -0.5531], [-1.3878, -3.3914, -2.3140], [-4.1038, -2.0262, -2.5906], [-2.7773, -1.1091, -3.2488], [-3.7607, -0.3302, -2.0092]],
  "forces_ev_per_angstrom": [[0.1, 0.1, 0.0], [0.0, 0.0, 0.0], [0.0, -0.1, 0.1], [0.1, 0.0, -0.1], [0.0, 0.0, 0.0], [-0.1, 0.1, 0.0], [0.0, 0.0, 0.0], [0.0, 0.0, 0.0], [0.0, 0.0, 0.0], [0.0, 0.0, 0.1], [0.1, -0.2, 0.0], [0.0, 0.0, 0.0], [0.0, 0.1, -0.1], [-0.1, 0.1, 0.1], [0.0, 0.0, 0.0], [0.0, 0.0, 0.1], [0.0, 0.0, 0.0], [0.0, 0.0, 0.0], [0.0, 0.0, -0.1], [0.0, 0.0, -0.1], [-0.1, 0.2, 0.1], [0.0, 0.0, -0.1], [-0.1, 0.0, 0.0], [0.0, 0.0, 0.0], [0.0, 0.0, 0.0], [0.0, 0.0, 0.0], [0.0, 0.0, 0.0], [0.0, 0.0, 0.0], [0.0, 0.0, 0.0], [0.0, 0.0, 0.0], [0.0, 0.0, 0.0], [0.0, 0.0, 0.0], [0.0, 0.0, 0.0], [0.0, 0.0, 0.0], [0.0, 0.0, 0.0], [-0.4, 0.0, 0.7], [-1.0, -1.0, -0.6], [0.5, 0.5, -0.2], [0.6, 0.2, 0.0], [0.6, 0.5, -0.1], [-0.2, 0.0, 0.3], [-0.1, 0.1, -0.3], [0.2, -0.2, -0.1], [0.0, 0.0, 0.1], [-0.1, 0.0, 0.1], [-0.1, 0.0, 0.0], [0.0, 0.0, 0.0], [0.0, -0.1, 0.0], [-0.1, -0.1, 0.1]],
  "mulliken_charge": [1.0996, -1.4916, 0.6812, 0.2367, -0.4595, 0.5682, -0.3051, -0.2917, -0.4593, 0.2394, 0.5458, -1.5746, 0.5809, 0.1803, -0.4397, 0.5894, -0.2829, -0.2854, -0.4585, -0.0060, 0.6066, -1.5930, -1.4563, 0.4251, 0.4044, 0.3324, 0.4118, 0.4162, 0.3704, 0.4191, 0.3746, 0.4126, 0.4089, 0.4306, 0.3274, -0.6746, 0.7073, -1.1009, -1.0896, -0.0284, 0.4470, 0.2702, 0.2135, 0.4397, 0.3067, 0.4056, 0.4116, 0.3978, 0.3365],
  "total_charge": 2,
  "homo_energy_ev": -16.1800
}